Record 1
The following is a DFT calculation (wB97M-V/def2-TZVPD) of a molecular structure, C8H10ErO6P in a non-equilibrium geometry.

Geometry (Å):
O 0.7651 0.0249 -7.3738
C 1.0312 0.0304 -6.2368
Er 0.2235 0.0035 -1.5251
O 2.7438 0.0073 -3.5609
C 1.8364 0.0060 -2.8476
C -2.0623 -0.0154 -1.0896
O -3.1078 -0.0208 -0.6494
C -0.0854 -2.1403 -1.9044
O -0.1811 -3.2758 -2.0716
C -0.1255 2.1331 -1.9433
O -0.2457 3.2629 -2.1383
H -0.8644 -0.0263 -3.4181
C 0.9857 0.3013 3.6199
P 0.3323 0.1221 2.0321
C 0.0350 -1.7110 2.0970
C -0.9469 1.4215 2.0805
O 0.1995 0.0823 0.4934
H 0.2565 0.9363 4.1177
H 1.9925 0.7369 3.5979
H 0.9635 -0.6974 4.0571
H -0.2667 -1.8607 3.1409
H -0.7548 -1.9872 1.3802
H 0.9647 -2.2255 1.8523
H -0.7300 2.2141 1.4101
H -1.9096 0.8885 1.7541
H -1.0493 1.7893 3.1257

Its net charge is +2. The total energy is -2117.91724 Eh. As for the LUMO energy (alpha / beta): -10.10 / -10.01 eV. For the gap between HOMO and LUMO (alpha / beta), the calculation gives 6.134 / 6.247 eV. As for the multiplicity: 4. For the energy above the lowest of the compared OMol25 structures with the same formula, charge and spin, the calculation gives 113.2 kcal/mol.

Atomic partial charges in e from the Löwdin method, atoms 1 to 4:
1. O 0.036
2. C 0.038
3. Er 0.742
4. O 0.220


Record 2
The following is a DFT calculation (wB97M-V/def2-TZVPD) of 2 unconnected molecules or ions with the total composition C8H10F2O in a non-equilibrium geometry.

Geometry (Å):
F 1.1694 -3.0228 -0.4273
C 1.0620 -1.6817 -0.5526
C 0.1514 -1.1645 -1.4632
C 0.0405 0.2196 -1.5927
C 0.8448 1.0326 -0.8063
F 0.7375 2.3736 -0.9316
C 1.7554 0.5154 0.1043
C 1.8662 -0.8687 0.2337
H -0.4644 -1.8463 -2.0646
H -0.6662 0.6730 -2.3002
H 2.3712 1.1971 0.7056
H 2.5729 -1.3221 0.9412
C -0.7961 0.3407 1.6901
C -1.6721 0.8474 0.5580
O -2.1570 -0.2067 -0.2753
H -1.3507 -0.3910 2.3014
H -0.4865 1.1778 2.3382
H 0.1084 -0.1482 1.2907
H -2.5809 1.3346 0.9606
H -1.1270 1.5983 -0.0456
H -1.3790 -0.6581 -0.6643

Its net charge is 0. The total energy is -585.76064 Eh. As for the LUMO energy: 0.52 eV. As for the structure (SMILES): Fc1ccc(F)cc1.CCO. For the gap between HOMO and LUMO, the calculation gives 10.153 eV. As for the multiplicity: 1. For the energy above the lowest of the compared OMol25 structures with the same formula, charge and spin, the calculation gives 20.2 kcal/mol.

Atomic partial charges in e from the Löwdin method, atoms 1 to 4:
1. F 0.066
2. C -0.267
3. C -0.022
4. C -0.029


Record 3
The following is a DFT calculation (wB97M-V/def2-TZVPD) of a molecular structure, C8H10F5NOTeV in a non-equilibrium geometry.

Geometry (Å):
C -1.7750 1.1090 -0.5499
C -0.5116 1.0856 -1.2122
C 0.3477 2.0419 -0.5786
C -0.3775 2.6378 0.5064
C -1.6996 2.0844 0.5077
V -0.2408 0.3709 1.0440
C 0.0788 -2.0551 -2.4314
C -1.0856 -2.6695 -2.3112
C -2.0567 -3.3749 -1.7519
N -1.4534 -0.2363 2.0419
H 1.3536 2.2872 -0.8865
H -0.2575 0.4709 -2.0735
H -0.0151 3.4377 1.1458
H -2.5077 2.3630 1.1793
H -2.6408 0.5113 -0.8207
H 0.4008 -1.5284 -3.3313
H -1.9114 -0.7904 2.7534
H 0.7854 -2.0950 -1.5942
H -2.6082 -4.1313 -2.3221
H -2.3490 -3.2306 -0.7037
F 4.6843 -1.0074 1.5642
Te 2.8677 -0.1939 1.8118
F 2.6475 -0.9478 3.6203
F 0.4013 -1.1128 0.2549
F 3.6946 1.2142 2.7565
F 3.1389 0.9995 0.2495
O 1.1330 0.7820 2.1407

Its net charge is -2. The total energy is -2152.11379 Eh. As for the LUMO energy (alpha / beta): 5.29 / 3.66 eV. For the gap between HOMO and LUMO (alpha / beta), the calculation gives 5.319 / 4.527 eV. As for the multiplicity: 4.

Atomic partial charges in e from the Löwdin method, atoms 1 to 4:
1. C -0.209
2. C -0.191
3. C -0.186
4. C -0.195


Record 4
The following is a DFT calculation (wB97M-V/def2-TZVPD) of a molecular structure, C8H10F6N3NaO13 in a non-equilibrium geometry.

Geometry (Å):
Na -0.8416 -1.0160 0.9645
N -1.9281 -4.2530 0.4006
O -1.8069 -3.0167 0.1524
O -1.7720 -5.0906 -0.5042
O -2.2442 -4.6225 1.5430
N -0.6514 -2.9403 4.0157
O 0.3936 -3.6318 4.1880
O -1.7008 -3.2868 4.6244
O -0.6103 -1.8988 3.3102
N 2.1228 -2.9204 0.2508
O 2.8628 -2.4586 1.1323
O 2.1396 -4.1544 -0.0367
O 1.3723 -2.1664 -0.4362
C 0.9867 -0.4996 -4.4499
C 0.4208 -0.2155 -3.0750
O -0.6569 0.7126 -3.1877
C -1.4701 0.9400 -2.1887
O -1.2083 0.6825 -1.0593
C -2.8029 1.6321 -2.6114
F -3.0608 2.5499 -1.6798
F -2.7427 2.2591 -3.7936
F -3.7592 0.7147 -2.7528
H 1.5076 0.3896 -4.8219
H 0.2723 -0.8593 -5.1849
H 1.8509 -1.1598 -4.3519
H 1.1694 0.2909 -2.4558
H 0.2306 -1.1259 -2.4995
C -0.4499 3.9557 0.8781
C 1.0141 3.5508 0.8525
O 1.4059 2.8231 2.0115
C 1.2022 1.5263 2.0379
O 0.7359 0.9140 1.1176
C 1.7966 0.8570 3.3053
F 2.2706 -0.3268 3.0707
F 2.7549 1.6233 3.8411
F 0.7857 0.7599 4.1782
H -0.7330 4.8168 1.4792
H -1.0311 3.0967 1.2184
H -0.7533 4.0945 -0.1611
H 1.7193 4.3821 0.7868
H 1.2088 3.0715 -0.1086

Its net charge is -2. The total energy is -2214.50903 Eh. As for the LUMO energy: 3.53 eV. For the gap between HOMO and LUMO, the calculation gives 5.371 eV. As for the multiplicity: 1. For the energy above the lowest of the compared OMol25 structures with the same formula, charge and spin, the calculation gives 36.8 kcal/mol.

Atomic partial charges in e from the Löwdin method, atoms 1 to 4:
1. Na 0.475
2. N -0.607
3. O -0.130
4. O -0.071


Record 5
The following is a DFT calculation (wB97M-V/def2-TZVPD) of 2 unconnected molecules or ions with the total composition C8H10F7NO8P in a non-equilibrium geometry.

Geometry (Å):
C 1.5885 -1.1514 1.0285
C 1.2629 -0.0640 0.0250
O 1.2049 -0.3216 -1.1001
O 1.1183 1.1796 0.5642
C 0.1865 2.0004 -0.1154
C -1.1646 2.1429 0.6021
C -1.7924 0.8311 1.0600
C -1.9833 -0.2608 0.0075
O -3.1579 0.0201 -0.7786
N -3.0068 -0.7185 -1.9782
O -4.0229 -1.1675 -2.3309
O -3.1823 1.2348 1.3461
C -3.4562 1.1521 2.6531
O -4.4536 1.0150 3.1549
O -2.2274 1.2639 3.2818
C -1.4198 0.4135 2.5136
O -1.7852 -0.8538 2.8563
F -0.1952 0.6825 2.9417
H 1.3147 -2.1019 0.5895
H 1.1535 -0.9746 2.0096
H 2.6715 -1.1730 1.1381
H 0.0025 1.7128 -1.1490
H 0.6202 2.9981 -0.1585
H -1.1258 2.8338 1.4406
H -1.8585 2.5718 -0.1187
H -1.1518 -0.3301 -0.6956
H -2.1325 -1.2428 0.4566
H -1.3224 -1.4738 2.2762
F 4.0183 0.1017 -2.5666
P 4.0435 -1.4606 -3.0719
F 5.1271 -2.0443 -4.1534
F 5.4053 -1.6022 -2.1673
F 3.2427 -1.7992 -1.6900
F 3.1011 -2.7306 -3.5179
F 3.3768 -0.6833 -4.3533

Its net charge is -1. The total energy is -2008.06831 Eh. As for the LUMO energy: 1.67 eV. For the gap between HOMO and LUMO, the calculation gives 9.277 eV. As for the multiplicity: 1.

Atomic partial charges in e from the Löwdin method, atoms 1 to 4:
1. C 0.036
2. C -0.570
3. O 0.152
4. O 0.013


Record 6
The following is a DFT calculation (wB97M-V/def2-TZVPD) of a molecular structure, C8H10INOs in a non-equilibrium geometry.

Geometry (Å):
C -0.2213 -0.9059 -1.3503
C 0.9635 -0.1627 -1.6489
C 0.5695 1.0943 -2.1840
C -0.8570 1.1332 -2.2177
C -1.3498 -0.0980 -1.6950
Os -0.1974 0.8648 -0.2082
C 1.2050 0.1445 1.2246
C 0.1306 -0.5865 1.9244
C 0.1736 -1.6625 2.7388
N -1.1830 0.0702 1.4283
H 1.2421 1.8889 -2.4973
H 1.9843 -0.4930 -1.4760
H -1.4635 1.9654 -2.5622
H -2.3934 -0.3745 -1.5697
H -0.2576 -1.9103 -0.9351
H 2.0115 -0.4898 0.8480
H -2.0154 -0.5026 1.5320
H 1.5520 1.0201 1.7794
H 1.1560 -2.0784 2.9684
H -0.7374 -2.1099 3.1368
I -0.3123 3.1927 0.7637

Its net charge is 0. The total energy is -753.71342 Eh. As for the LUMO energy (alpha / beta): 0.49 / -1.89 eV. For the gap between HOMO and LUMO (alpha / beta), the calculation gives 4.728 / 5.944 eV. As for the multiplicity: 5.

Atomic partial charges in e from the Löwdin method, atoms 1 to 4:
1. C -0.226
2. C -0.288
3. C -0.252
4. C -0.260


Record 7
The following is a DFT calculation (wB97M-V/def2-TZVPD) of a molecular structure, C8H10LaN2 in a non-equilibrium geometry.

Geometry (Å):
C 1.0396 -1.7323 0.3558
C -0.0667 -1.7600 -0.5580
C -1.2651 -1.5245 0.1868
C -0.9045 -1.3207 1.5436
C 0.5086 -1.4308 1.6489
La 0.4094 0.9148 0.1160
N 1.6980 0.8477 2.7187
C 0.3825 1.8145 -2.0562
C -0.2343 0.8521 -2.8240
H -2.2811 -1.6823 -0.1790
H -0.0199 -2.0581 -1.6072
H -1.5909 -1.2703 2.3888
H 1.0717 -1.4335 2.5829
H 2.0757 -1.9973 0.1323
H 0.2044 -0.1443 -2.9550
H -0.0737 2.8193 -1.9770
H 2.5950 1.4195 2.7928
H -1.2009 1.0305 -3.3322
H 1.4777 1.8010 -1.7877
N -2.2902 2.8099 1.6506
C -1.5351 2.0448 1.1591

Its net charge is -1. The total energy is -451.78926 Eh. As for the LUMO energy (alpha / beta): 2.69 / 2.41 eV. For the gap between HOMO and LUMO (alpha / beta), the calculation gives 4.862 / 6.781 eV. As for the multiplicity: 1.

Atomic partial charges in e from the Löwdin method, atoms 1 to 4:
1. C -0.288
2. C -0.290
3. C -0.218
4. C -0.215


Record 8
The following is a DFT calculation (wB97M-V/def2-TZVPD) of a molecular structure, C8H10LuO5S in a non-equilibrium geometry.

Geometry (Å):
Lu -0.0217 0.4160 -0.8192
C -1.8625 -0.9786 -1.5811
O -2.7169 -1.6960 -1.7548
C -0.3159 0.8305 -3.3036
O -0.3949 1.0685 -4.3977
C 1.2212 -1.2892 -1.6676
O 1.9376 -2.1498 -1.8950
C -1.6300 1.9741 -0.7506
O -2.3687 2.8169 -0.5129
C 1.6616 1.6443 -0.1196
H 1.0636 2.1899 0.6455
H 2.2735 0.7927 0.2518
C 1.5852 1.9660 -1.4797
H 2.2269 1.4728 -2.2262
H 1.0302 2.8484 -1.8352
C 0.2982 -0.7268 3.2562
S -0.1191 -0.4427 1.6114
C -0.8503 -2.0595 1.1436
O -1.1162 0.7273 1.5790
H 0.9894 -1.5851 3.2868
H -0.6904 -0.9172 3.7051
H 0.7246 0.2372 3.6124
H -0.5832 -2.7028 2.0061
H -1.9460 -1.9504 1.0257
H -0.3961 -2.4864 0.2195

Its net charge is +3. The total energy is -2319.48852 Eh. As for the LUMO energy: -13.94 eV. For the gap between HOMO and LUMO, the calculation gives 7.972 eV. As for the multiplicity: 1. For the energy above the lowest of the compared OMol25 structures with the same formula, charge and spin, the calculation gives 71.1 kcal/mol.

Atomic partial charges in e from the Löwdin method, atoms 1 to 4:
1. Lu 1.171
2. C -0.020
3. O 0.268
4. C -0.015


Record 9
The following is a DFT calculation (wB97M-V/def2-TZVPD) of a molecular structure, C8H10MnO6P in a non-equilibrium geometry.

Geometry (Å):
O -1.0625 -1.9218 -4.3591
C -0.7605 -1.3385 -3.4132
Mn -0.2820 -0.3885 -1.9040
O -0.2051 -2.9333 -0.3031
C -0.2433 -1.9742 -0.9568
C -0.2281 1.4244 -2.5986
O 0.0680 2.5038 -2.2176
C -2.0140 0.0522 -1.4247
O -3.0700 0.3590 -1.0679
C 1.5411 -0.3917 -2.2621
O 2.6848 -0.3628 -2.4207
H -0.6326 1.0723 -3.6421
C 0.6379 1.8869 2.2256
P 0.2974 0.3381 1.3953
C 1.5643 -0.8466 1.8595
C -1.3058 -0.2597 1.9515
O 0.3079 0.5495 -0.1134
H 1.6145 2.2661 1.9066
H 0.6409 1.7221 3.3095
H -0.1314 2.6218 1.9657
H 1.5584 -0.9629 2.9487
H 1.3748 -1.8128 1.3804
H 2.5385 -0.4683 1.5323
H -2.0778 0.4750 1.7006
H -1.5496 -1.2117 1.4692
H -1.2657 -0.3983 3.0386

Its net charge is +2. The total energy is -2253.89670 Eh. As for the LUMO energy (alpha / beta): -8.51 / -11.25 eV. For the gap between HOMO and LUMO (alpha / beta), the calculation gives 8.419 / 7.116 eV. As for the multiplicity: 5. For the energy above the lowest of the compared OMol25 structures with the same formula, charge and spin, the calculation gives 0.0 kcal/mol.

Atomic partial charges in e from the Löwdin method, atoms 1 to 4:
1. O 0.299
2. C -0.034
3. Mn 0.233
4. O 0.246


Record 10
The following is a DFT calculation (wB97M-V/def2-TZVPD) of a molecular structure, C8H10MoO5P in a non-equilibrium geometry.

Geometry (Å):
O -1.2410 3.1141 -6.2038
C -1.2562 3.0608 -5.0400
Mo -1.1782 0.8394 -0.8460
C -1.3815 1.3172 1.0900
O -1.5296 1.5687 2.2265
C -1.3121 -1.0780 -0.8795
O -1.4166 -2.2481 -0.8928
C 0.8224 0.9956 -1.3227
O 1.9695 0.9861 -1.5460
C -3.3032 0.8844 -1.2934
O -4.4458 0.7370 -1.4347
H -1.1663 0.5191 -2.5510
C 0.2936 -1.4518 2.4606
P 0.5855 -0.5064 0.9629
C 1.6108 0.8325 1.6849
C 1.5569 -1.7767 0.0672
H -0.2142 -0.8541 3.2035
H 1.2839 -1.7337 2.8228
H -0.2784 -2.3426 2.2432
H 2.4047 0.3401 2.2448
H 2.0111 1.5022 0.9261
H 0.9741 1.4091 2.3625
H 2.4061 -2.0277 0.7022
H 0.9168 -2.6510 -0.0754
H 1.8878 -1.4363 -0.9119

Its net charge is +3. The total energy is -1095.20149 Eh. As for the LUMO energy (alpha / beta): -15.60 / -16.86 eV. For the gap between HOMO and LUMO (alpha / beta), the calculation gives 5.254 / 3.975 eV. As for the multiplicity: 3. For the energy above the lowest of the compared OMol25 structures with the same formula, charge and spin, the calculation gives 22.1 kcal/mol.

Atomic partial charges in e from the Löwdin method, atoms 1 to 4:
1. O 0.031
2. C -0.003
3. Mo 1.122
4. C -0.169


Record 11
The following is a DFT calculation (wB97M-V/def2-TZVPD) of a single C8H10N2 molecule in a non-equilibrium geometry.

Geometry (Å):
C -2.4146 -1.4493 0.3483
C -1.4563 -0.3910 -0.0238
C -1.8787 0.8627 -0.0859
C -0.9991 2.0100 -0.2110
C 0.3055 1.9158 0.0432
N 0.9303 0.7684 0.1899
N 2.2871 0.5039 0.3675
C 2.6390 -0.6741 -0.3396
C 1.2608 -1.3965 -0.3816
C 0.2821 -0.5073 -0.1079
H -2.1243 -1.6473 1.3578
H -2.3549 -2.2417 -0.3502
H -3.3708 -0.9902 0.1421
H -2.9249 1.1610 0.0626
H -1.4973 2.9519 -0.3998
H 0.9477 2.8019 -0.0668
H 2.4635 0.4111 1.3218
H 3.5264 -1.1073 0.2416
H 3.0448 -0.5246 -1.4180
H 1.3338 -2.4574 -0.6901

Its net charge is 0. The total energy is -420.20625 Eh. As for the LUMO energy: 1.02 eV. As for the structure (SMILES): CC1=CC=CN2NCC=C12. For the gap between HOMO and LUMO, the calculation gives 7.969 eV. As for the multiplicity: 1. For the energy above the lowest of the compared OMol25 structures with the same formula, charge and spin, the calculation gives 77.4 kcal/mol.

Atomic partial charges in e from the Löwdin method, atoms 1 to 4:
1. C -0.068
2. C -0.166
3. C -0.113
4. C -0.114


Record 12
The following is a DFT calculation (wB97M-V/def2-TZVPD) of 2 unconnected molecules or ions with the total composition C8H10N2O2 in a non-equilibrium geometry.

Geometry (Å):
C -1.0130 2.4089 2.1038
C 0.3360 -2.1118 1.6025
C 0.1411 0.2015 -1.4049
C 0.6655 -1.0726 -0.7883
C -1.1967 -0.3560 0.5070
C 0.2474 1.5010 0.6464
C -0.7714 0.8766 -0.3046
C 0.2109 -0.8723 0.7171
N -1.7161 2.7327 2.9314
N 0.8011 0.3549 1.2839
O 0.2922 -3.2251 1.1818
O 0.2431 -1.8739 2.8746
H 0.7506 1.0385 -1.7145
H -0.4488 0.1661 -2.2371
H 0.0216 -2.0583 -1.0794
H 1.7631 -1.1327 -0.9316
H -1.5577 -0.0737 1.4147
H -1.8869 -1.1635 0.0071
H 0.9325 2.4203 0.3295
H -1.3964 1.7274 -0.6218
H 1.7297 0.2355 1.5990
H 0.6174 -1.0590 3.1743

Its net charge is 0. The total energy is -570.71750 Eh. As for the LUMO energy: 0.13 eV. For the gap between HOMO and LUMO, the calculation gives 10.047 eV. As for the multiplicity: 1. For the energy above the lowest of the compared OMol25 structures with the same formula, charge and spin, the calculation gives 92.1 kcal/mol.

Atomic partial charges in e from the Löwdin method, atoms 1 to 4:
1. C -0.189
2. C -0.500
3. C -0.145
4. C -0.071